No. 1
Here is C33H38BBr2Cl5N2Tb as an isolated structure in a non-equilibrium geometry from the Open Molecules 2025 dataset. Energies are from the ωB97M-V functional and the def2-TZVPD basis.

The HOMO energy (alpha / beta) is -10.5708 / -10.5763 eV. As for the spin multiplicity: 7. The value obtained for the maximum force is 2.5 eV Å⁻¹. Its expectation value of S² is 12.712. The charge is +1.

Each line ends with the Löwdin spin population.
Atoms and positions in Å:
1 Tb 0.532 -1.621 -1.063  6.092
2 Br 1.134 -4.697 -1.260  -0.016
3 C -0.743 -4.804 -1.642  0.001
4 Br -1.815 -3.843 -0.370  -0.015
5 H -1.011 -5.850 -1.597  0.000
6 H -0.941 -4.452 -2.647  0.000
7 C 2.768 1.731 -1.589  0.000
8 C 3.895 1.161 -0.725  0.000
9 C 4.538 2.307 0.094  0.000
10 C 3.525 -0.059 0.147  -0.003
11 C 4.461 -1.084 0.119  0.001
12 C 4.295 -2.210 0.911  0.000
13 C 3.263 -2.247 1.836  0.000
14 C 2.289 -1.256 1.923  -0.004
15 C 1.187 -1.288 2.946  0.000
16 C 0.126 -2.386 2.577  -0.001
17 C 1.745 -1.553 4.350  0.000
18 C 2.408 -0.196 1.007  -0.008
19 N 1.352 0.732 0.996  0.002
20 B 0.164 0.437 0.243  -0.004
21 N -0.800 1.394 0.709  0.002
22 C -0.177 2.114 1.711  0.000
23 C 1.083 1.762 1.927  0.000
24 C -2.256 1.562 0.538  0.001
25 C -2.738 2.358 -0.494  0.000
26 C -4.114 2.411 -0.632  0.000
27 C -4.980 1.756 0.205  0.000
28 C -4.424 1.089 1.271  0.000
29 C -3.075 0.959 1.504  0.000
30 C -2.504 0.263 2.718  0.000
31 C -2.921 -1.193 2.746  0.000
32 C -3.004 0.916 3.959  0.000
33 C -1.931 3.144 -1.511  0.000
34 C -1.257 2.273 -2.521  0.001
35 C -0.996 4.182 -0.864  0.000
36 H 3.051 2.395 -2.385  0.000
37 H 2.098 2.382 -1.005  0.000
38 H 2.118 0.937 -1.996  0.000
39 H 4.652 0.786 -1.417  0.000
40 H 3.844 2.819 0.702  0.000
41 H 4.884 3.044 -0.633  0.000
42 H 5.416 1.963 0.665  0.000
43 H 5.307 -0.862 -0.541  0.000
44 H 5.120 -2.848 0.936  0.000
45 H 3.173 -3.080 2.546  0.000
46 H 0.716 -0.311 2.975  0.000
47 H 0.651 -3.341 2.284  0.000
48 H -0.471 -2.133 1.695  -0.001
49 H -0.536 -2.587 3.425  0.000
50 H 1.995 -2.578 4.544  0.000
51 H 1.059 -1.259 5.163  0.000
52 H 2.588 -0.971 4.570  0.000
53 H -0.756 2.790 2.261  0.000
54 H 1.907 2.086 2.487  0.000
55 H -4.504 3.073 -1.425  0.000
56 H -6.084 1.816 0.102  0.000
57 H -5.084 0.561 1.940  0.000
58 H -1.445 0.303 2.695  0.000
59 H -4.010 -1.307 2.780  0.000
60 H -2.522 -1.677 3.640  0.000
61 H -2.597 -1.731 1.859  0.000
62 H -4.080 0.744 4.094  0.000
63 H -2.938 1.986 3.956  0.000
64 H -2.560 0.498 4.861  0.000
65 H -2.736 3.724 -2.060  0.000
66 H -0.377 1.779 -2.060  0.001
67 H -0.803 2.829 -3.338  0.000
68 H -1.894 1.533 -2.956  0.000
69 H -0.242 3.637 -0.308  0.000
70 H -1.562 4.768 -0.168  0.000
71 H -0.532 4.734 -1.677  0.000
72 Cl 2.483 -1.912 -3.154  -0.018
73 C 0.945 -1.774 -4.060  -0.002
74 C -0.232 -1.680 -3.365  -0.027
75 C -1.400 -1.681 -4.118  -0.001
76 Cl -2.929 -1.402 -3.356  0.000
77 C -1.362 -1.879 -5.492  0.000
78 Cl -2.802 -2.065 -6.399  0.000
79 C -0.129 -1.978 -6.186  0.000
80 Cl -0.135 -2.119 -7.873  0.000
81 C 1.058 -1.903 -5.470  0.000
82 Cl 2.575 -1.922 -6.257  -0.001

=====

No. 2
Here is C33H38BiCl3N7O3S5Te as an isolated structure from the Open Molecules 2025 dataset. Energies are from the ωB97M-V functional and the def2-TZVPD basis.

The HOMO energy is -3.7781 eV. As for the spin multiplicity: 1. The value obtained for the maximum force is 0.9 eV Å⁻¹. The charge is -1.

Each line ends with the Mulliken charge.
Atoms and positions in Å:
1 Bi 0.163 -1.939 0.368  0.912
2 C -0.847 -6.474 -1.901  -1.260
3 N -1.912 -6.030 -1.024  0.336
4 C -3.204 -6.663 -1.220  -1.326
5 C -1.776 -4.829 -0.375  -0.010
6 N -0.877 -3.960 -0.632  0.239
7 N -2.691 -4.641 0.648  0.096
8 C -2.791 -3.546 1.490  0.135
9 N -3.697 -3.762 2.521  -0.629
10 N -2.151 -2.466 1.300  0.039
11 H -0.867 -7.563 -1.944  0.337
12 H 0.122 -6.179 -1.500  0.447
13 H -0.960 -6.079 -2.919  0.342
14 H -3.278 -7.610 -0.676  0.324
15 H -3.350 -6.869 -2.283  0.384
16 H -4.013 -6.005 -0.910  0.462
17 H -0.274 -4.232 -1.399  -0.018
18 H -3.189 -5.462 0.942  0.341
19 H -3.620 -4.682 2.931  0.244
20 H -3.622 -3.056 3.238  0.283
21 H -2.304 -1.781 2.034  -0.243
22 O -0.999 -8.189 2.878  -0.674
23 C -0.442 -7.139 2.640  0.609
24 S 0.756 -6.902 1.373  -0.191
25 C 0.993 -5.162 1.555  0.129
26 C 0.294 -4.583 2.555  -0.071
27 S 0.327 -2.892 3.017  -0.427
28 S -0.742 -5.638 3.516  -0.191
29 S 2.067 -4.403 0.411  -0.353
30 Cl 1.517 1.233 7.090  -0.265
31 C 1.085 0.858 5.440  0.225
32 C 2.054 0.410 4.562  -0.794
33 C 1.700 0.131 3.256  1.310
34 Cl 2.913 -0.511 2.187  -0.222
35 C 0.392 0.291 2.750  -1.899
36 O 0.054 0.090 1.509  0.025
37 C -0.551 0.705 3.717  0.882
38 Cl -2.219 0.814 3.220  -0.241
39 C -0.229 0.994 5.029  -0.651
40 H 3.073 0.262 4.890  0.480
41 H -0.997 1.311 5.720  0.441
42 C 4.587 2.885 2.231  -1.130
43 C 3.949 3.570 1.028  0.070
44 C 4.160 2.815 -0.280  -0.699
45 N 3.349 1.599 -0.358  0.186
46 C 2.734 1.068 -1.417  0.026
47 S 2.481 -0.586 -1.557  -0.392
48 N 2.395 1.896 -2.472  0.112
49 C 1.974 3.238 -2.518  -0.504
50 O 2.167 3.868 -3.534  -0.647
51 C 1.255 3.816 -1.348  1.573
52 C 0.514 3.044 -0.460  0.945
53 C -0.144 3.658 0.597  -1.060
54 C -0.074 5.034 0.757  -0.584
55 C 0.649 5.809 -0.144  -0.989
56 C 1.309 5.200 -1.197  -1.005
57 H 4.394 3.447 3.146  0.393
58 H 5.670 2.804 2.107  0.359
59 H 4.191 1.879 2.384  0.171
60 H 4.370 4.571 0.906  0.331
61 H 2.878 3.696 1.189  -0.094
62 H 5.212 2.518 -0.370  0.543
63 H 3.941 3.458 -1.125  0.389
64 H 3.446 0.945 0.408  -0.202
65 H 2.362 1.432 -3.366  0.387
66 H 0.420 1.971 -0.577  0.209
67 H -0.711 3.049 1.285  0.280
68 H -0.587 5.505 1.586  0.444
69 H 0.698 6.884 -0.023  0.386
70 H 1.874 5.780 -1.916  0.513
71 C -1.560 4.965 -4.021  -1.655
72 C -1.642 3.568 -3.466  0.442
73 C -0.934 2.524 -4.040  -0.536
74 C -0.948 1.236 -3.504  1.177
75 C -0.148 0.165 -4.198  -2.052
76 C -1.713 0.979 -2.357  0.032
77 Te -1.907 -0.982 -1.558  -0.025
78 C -2.455 2.023 -1.776  0.947
79 C -3.314 1.811 -0.557  -2.049
80 C -2.403 3.294 -2.338  -0.633
81 H -1.061 4.975 -4.990  0.354
82 H -0.991 5.614 -3.350  0.255
83 H -2.553 5.403 -4.141  0.425
84 H -0.324 2.719 -4.918  0.227
85 H 0.597 0.615 -4.861  0.356
86 H -0.797 -0.471 -4.807  0.400
87 H 0.355 -0.485 -3.483  0.399
88 H -2.785 1.242 0.206  0.284
89 H -4.207 1.232 -0.807  0.390
90 H -3.624 2.770 -0.138  0.385
91 H -2.962 4.097 -1.865  0.311

=====

No. 3
Here is C33H38CrN6P2S3 as an isolated structure in a non-equilibrium geometry from the Open Molecules 2025 dataset. Energies are from the ωB97M-V functional and the def2-TZVPD basis.

The HOMO energy (alpha / beta) is -14.0504 / -14.0501 eV. As for the spin multiplicity: 2. The value obtained for the maximum force is 2.3 eV Å⁻¹. Its expectation value of S² is 0.799. The charge is +3.

Each line ends with the Löwdin spin population.
Atoms and positions in Å:
1 Cr 0.339 1.817 1.360  1.171
2 C 0.435 -1.031 -6.868  0.000
3 S -0.566 0.029 -5.807  0.000
4 C 0.381 -0.027 -4.251  0.000
5 C 0.046 1.232 -3.466  0.000
6 C 0.680 1.266 -2.080  0.000
7 N 0.263 0.162 -1.128  -0.002
8 P -1.130 0.737 -0.204  -0.014
9 C -2.389 1.138 -1.435  -0.007
10 C -2.698 0.162 -2.386  -0.002
11 C -3.700 0.401 -3.305  -0.001
12 C -4.410 1.599 -3.267  0.000
13 C -4.119 2.554 -2.305  0.000
14 C -3.104 2.329 -1.385  0.000
15 C -2.063 -0.539 0.699  0.007
16 C -2.383 -1.833 0.294  0.001
17 C -3.375 -2.541 0.958  0.001
18 C -4.074 -1.962 2.010  0.001
19 C -3.772 -0.669 2.415  0.000
20 C -2.776 0.038 1.763  0.004
21 P 1.463 0.056 0.161  -0.030
22 C 1.478 -1.686 0.661  -0.003
23 C 0.887 -2.688 -0.103  -0.002
24 C 1.048 -4.015 0.272  0.000
25 C 1.822 -4.341 1.378  -0.001
26 C 2.454 -3.345 2.116  0.000
27 C 2.273 -2.018 1.764  -0.001
28 C 3.080 0.170 -0.636  -0.008
29 C 3.451 -0.791 -1.578  -0.002
30 C 4.694 -0.706 -2.180  -0.001
31 C 5.573 0.315 -1.833  0.000
32 C 5.212 1.262 -0.887  0.000
33 C 3.963 1.191 -0.290  -0.001
34 H -0.063 -1.047 -7.834  0.000
35 H 0.478 -2.042 -6.467  0.000
36 H 1.436 -0.621 -6.983  0.000
37 H 1.447 -0.085 -4.482  0.000
38 H 0.084 -0.927 -3.707  0.000
39 H -1.031 1.348 -3.409  0.000
40 H 0.430 2.098 -4.009  0.000
41 H 0.488 2.267 -1.638  0.000
42 H 1.754 1.180 -2.218  0.000
43 H -2.131 -0.760 -2.424  0.000
44 H -3.932 -0.344 -4.054  0.000
45 H -5.191 1.782 -3.991  0.000
46 H -4.685 3.475 -2.270  0.000
47 H -2.868 3.078 -0.638  0.000
48 H -1.885 -2.287 -0.549  0.000
49 H -3.633 -3.539 0.625  0.000
50 H -4.874 -2.508 2.494  0.000
51 H -4.329 -0.205 3.219  0.000
52 H -2.575 1.066 2.049  0.001
53 H 0.345 -2.425 -1.002  0.000
54 H 0.589 -4.801 -0.314  0.000
55 H 1.953 -5.380 1.653  0.000
56 H 3.094 -3.602 2.950  0.000
57 H 2.768 -1.230 2.324  0.000
58 H 2.767 -1.589 -1.836  0.000
59 H 4.981 -1.445 -2.917  0.000
60 H 6.546 0.368 -2.301  0.000
61 H 5.902 2.049 -0.614  0.000
62 H 3.669 1.926 0.452  0.000
63 N 1.994 3.134 2.237  -0.003
64 N 1.519 4.339 2.778  -0.001
65 C 0.254 4.736 2.586  -0.003
66 N -0.154 5.866 3.120  -0.001
67 S -0.833 3.800 1.649  -0.022
68 H 2.463 2.609 2.973  0.001
69 H 2.692 3.356 1.529  0.000
70 H 2.169 4.913 3.298  0.000
71 H 0.422 6.444 3.717  0.000
72 H -1.103 6.170 2.957  0.000
73 S 0.305 0.914 3.554  -0.068
74 C -0.399 -0.535 4.174  -0.001
75 N -0.611 -1.646 3.433  -0.003
76 C -1.110 -2.769 3.983  0.000
77 C -1.418 -2.789 5.314  -0.004
78 C -1.185 -1.611 6.029  0.000
79 N -0.686 -0.526 5.458  -0.008
80 H -0.381 -1.637 2.444  0.000
81 H -1.236 -3.616 3.324  0.000
82 H -1.812 -3.676 5.788  0.000
83 H -1.404 -1.540 7.088  0.000